Density functional theory data (ωB97M-V/def2-TZVPD) for an isolated ion of composition C10H15N2 and charge +1.

The geometry in XYZ format:
```
27
Properties=species:S:1:pos:R:3:forces:R:3
C 2.460 0.384 -0.052 -0.6 3.7 -0.4
C -0.701 -3.028 -0.348 -2.4 -0.7 0.6
C 0.375 -2.308 -0.551 0.1 -1.1 -0.1
C -1.195 1.131 -0.030 3.4 1.4 -1.0
C -2.311 0.901 0.544 -4.5 -0.7 0.7
C 0.154 -0.479 1.366 3.0 -1.7 -0.4
C 0.100 0.528 0.326 0.0 -0.3 -0.5
C 0.842 -1.161 0.135 -1.8 0.9 1.2
C 3.757 1.084 -0.162 1.4 0.4 -0.5
C -3.607 1.481 0.011 0.0 0.8 2.8
N 1.318 1.122 0.000 0.6 1.5 0.7
N 2.150 -0.842 -0.194 0.3 -2.8 0.9
H -0.791 -3.932 -0.993 -0.4 0.8 0.9
H -1.544 -2.733 0.389 1.5 -0.7 -1.4
H 1.069 -2.752 -1.243 0.3 0.2 -0.5
H -1.316 2.022 -0.621 1.0 0.0 -1.1
H -2.517 0.175 1.299 0.4 -0.6 0.5
H 0.784 -0.418 2.271 -0.1 0.5 -0.5
H -0.740 -0.985 1.624 -0.9 -0.2 -0.2
H 4.606 0.467 -0.484 -0.6 -0.4 -0.4
H 4.207 1.442 0.792 -1.1 0.3 -0.5
H 3.634 1.889 -0.941 0.3 -0.5 1.1
H -3.593 2.426 -0.468 0.7 0.7 -1.1
H -4.120 0.760 -0.533 -0.7 -1.3 -1.5
H -4.331 1.699 0.813 0.4 -0.3 0.3
H 1.366 2.119 -0.208 0.0 -0.3 0.3
H 2.795 -1.590 -0.474 -0.2 0.6 0.2
```
Positions in Å, forces in eV/Å.

SMILES = C=C[C@]12C[C@@]1(/C=C/C)NC(C)=[NH+]2
E_HOMO = -11.7454 eV
Relative energy (zero: lowest compared OMol25 entry of this formula, charge and spin) = 367.0 kJ/mol
F_max = 0.0903 Eh/bohr
Frontier orbital gap = 8.85 eV
Total charge = +1